{"formula": "C2H6N2O2", "method": "ωB97M-V/def2-TZVPD", "symbols": ["C", "C", "N", "O", "N", "O", "H", "H", "H", "H", "H", "H"], "positions_angstrom": [[0.164, -1.329, -0.039], [-0.165, 0.083, 0.267], [-1.145, 0.844, 0.189], [-2.340, -0.198, 0.074], [1.046, 0.989, 0.616], [2.127, 0.939, -0.256], [1.181, -1.544, 0.276], [0.071, -1.507, -1.111], [-0.563, -1.962, 0.468], [-3.060, 0.383, -0.207], [0.788, 1.950, 0.829], [1.896, 1.351, -1.106]], "largest_force_ha_per_bohr": 0.1132, "homo_ha": -0.345, "e_above_lowest_kj_mol": 472.47, "smiles": "C/C(=N\\O)NO", "multiplicity": 1, "orbital_gap_ev": 10.2, "lumo_energy_ev": 0.87}

---

{"formula": "C2H6N2O2", "method": "ωB97M-V/def2-TZVPD", "symbols": ["C", "C", "N", "O", "N", "O", "H", "H", "H", "H", "H", "H"], "positions_angstrom": [[0.981, -0.626, 0.005], [-0.255, 0.096, 0.515], [-1.506, -0.175, -0.111], [-0.253, -0.218, 1.934], [-1.449, -0.162, 2.519], [-1.491, -0.436, 3.692], [1.793, -0.020, -0.198], [1.304, -1.256, 0.739], [0.704, -1.208, -0.797], [-0.126, 1.157, 0.463], [-1.690, -1.127, -0.359], [-2.232, -0.009, 0.558]], "largest_force_ha_per_bohr": 0.0563, "homo_ha": -0.369, "e_above_lowest_kj_mol": 394.96, "smiles": "C[C@@H](N)ON=O", "multiplicity": 1, "orbital_gap_ev": 10.5, "lumo_energy_ev": 0.44}

---

{"formula": "C2H6N2O2", "method": "ωB97M-V/def2-TZVPD", "symbols": ["C", "N", "O", "C", "N", "O", "H", "H", "H", "H", "H", "H"], "positions_angstrom": [[1.705, 0.417, 0.253], [0.050, 0.511, -0.085], [0.524, 0.868, -1.372], [-0.677, -0.719, -0.196], [-1.977, -0.586, 0.230], [-0.177, -1.747, -0.574], [1.646, 0.378, 1.343], [2.322, 1.251, -0.066], [2.005, -0.538, -0.164], [-0.433, 1.288, 0.373], [-2.450, 0.298, 0.120], [-2.537, -1.421, 0.139]], "largest_force_ha_per_bohr": 0.1024, "homo_ha": -0.293, "e_above_lowest_kj_mol": 464.48, "smiles": "C[N@@H+]([O-])C(N)=O", "multiplicity": 1, "orbital_gap_ev": 8.5, "lumo_energy_ev": 0.57}

---

{"formula": "C2H6N2O2S", "method": "ωB97M-V/def2-TZVPD", "symbols": ["C", "C", "N", "N", "O", "O", "S", "H", "H", "H", "H", "H", "H"], "positions_angstrom": [[-0.256, -0.050, 1.460], [0.932, -0.516, 0.892], [-1.428, 0.437, -1.939], [1.213, -0.472, -0.411], [-0.266, -0.351, 2.798], [-1.201, 0.451, 0.853], [-0.978, -1.083, -2.276], [1.676, -1.024, 1.652], [-1.418, 0.540, -0.946], [-2.261, 0.767, -2.447], [2.105, -0.885, -0.753], [-1.054, -0.026, 3.299], [0.503, -0.299, -1.171]], "largest_force_ha_per_bohr": 0.0656, "homo_ha": [-0.264, -0.318], "e_above_lowest_kj_mol": 229.37, "multiplicity": 1, "orbital_gap_ev": [6.2, 8.7], "lumo_energy_ev": [-0.98, 0.08]}

---

{"formula": "C2H6N2O2S", "method": "ωB97M-V/def2-TZVPD", "symbols": ["N", "N", "C", "C", "S", "O", "O", "H", "H", "H", "H", "H", "H"], "positions_angstrom": [[1.286, -1.600, 0.711], [0.515, -1.211, -0.332], [-0.738, -0.601, -0.096], [-0.561, 0.888, 0.487], [-0.404, 2.186, -0.712], [-0.194, 3.433, -0.012], [0.232, 1.943, -2.028], [0.940, -1.254, 1.683], [1.465, -2.608, 0.593], [1.091, -0.796, -1.057], [-1.334, -0.488, -1.103], [-1.263, -1.183, 0.562], [-1.034, 1.293, 1.303]], "largest_force_ha_per_bohr": 0.1061, "homo_ha": -0.308, "e_above_lowest_kj_mol": 499.73, "smiles": "NNCC=S(=O)=O", "multiplicity": 1, "orbital_gap_ev": 6.8, "lumo_energy_ev": -1.57}

---

{"formula": "C2H6N2O2S", "method": "ωB97M-V/def2-TZVPD", "symbols": ["C", "C", "N", "N", "O", "O", "S", "H", "H", "H", "H", "H", "H"], "positions_angstrom": [[2.817, -0.052, -0.027], [1.896, 0.997, 0.200], [3.522, -0.910, -0.370], [-2.158, -0.765, 0.782], [-1.109, -1.183, -1.372], [-1.228, 1.269, -0.441], [-1.951, 0.072, -0.705], [1.810, 1.238, 1.302], [0.802, 0.995, -0.136], [2.303, 1.828, -0.218], [-1.713, -1.870, -1.538], [-2.834, -1.477, 0.947], [-2.156, -0.141, 1.578]], "largest_force_ha_per_bohr": 0.0933, "homo_ha": -0.361, "e_above_lowest_kj_mol": 224.82, "multiplicity": 1, "orbital_gap_ev": 10.2, "lumo_energy_ev": 0.33}

---

{"formula": "C2H6N2O2S", "method": "ωB97M-V/def2-TZVPD", "symbols": ["C", "C", "N", "N", "O", "O", "S", "H", "H", "H", "H", "H", "H"], "positions_angstrom": [[-0.595, -1.218, -0.950], [0.399, -0.511, 1.108], [0.354, 0.996, -0.712], [0.008, -0.244, -0.218], [-1.026, -2.299, -0.509], [-2.022, 2.096, -0.422], [-3.210, 1.301, 0.046], [-0.635, -0.946, -1.957], [1.488, -0.660, 1.383], [0.180, 0.317, 1.697], [0.053, -1.542, 1.508], [0.181, 0.968, -1.736], [-0.505, 1.759, -0.476]], "largest_force_ha_per_bohr": 0.0807, "homo_ha": [-0.315, -0.315], "e_above_lowest_kj_mol": 114.70, "multiplicity": 3, "orbital_gap_ev": [9.1, 6.5], "lumo_energy_ev": [0.49, -2.09]}

---

{"formula": "C2H6N2O3", "method": "ωB97M-V/def2-TZVPD", "symbols": ["N", "C", "O", "O", "H", "H", "H", "C", "N", "O", "H", "H", "H"], "positions_angstrom": [[-0.296, 0.917, 0.554], [-0.926, -0.131, 1.346], [-0.675, -0.302, 2.504], [-2.033, -0.562, 0.696], [0.151, 1.645, 1.097], [-0.845, 1.241, -0.236], [-2.428, -1.270, 1.224], [1.299, -0.016, -1.538], [1.114, -0.292, -0.118], [0.499, -1.402, 0.108], [1.408, 1.061, -1.669], [0.485, -0.409, -2.158], [2.247, -0.481, -1.810]], "largest_force_ha_per_bohr": 0.0848, "homo_ha": [-0.308, -0.308], "e_above_lowest_kj_mol": 447.71, "smiles": "NC(=O)O.CN=O", "multiplicity": 1, "orbital_gap_ev": [8.7, 8.7], "lumo_energy_ev": [0.29, 0.29]}

---

{"formula": "C2H6N2O4", "method": "ωB97M-V/def2-TZVPD", "symbols": ["C", "N", "O", "O", "H", "H", "H", "C", "N", "O", "O", "H", "H", "H"], "positions_angstrom": [[-1.757, -1.570, 1.519], [-0.315, -1.475, 1.356], [0.341, -0.607, 1.892], [0.219, -2.326, 0.660], [-2.241, -0.609, 1.347], [-1.827, -1.805, 2.581], [-2.004, -2.361, 0.810], [1.272, 1.790, -0.824], [0.873, 1.242, -2.146], [-0.304, 1.135, -2.503], [1.813, 0.932, -2.935], [1.534, 0.882, -0.280], [0.317, 2.253, -0.576], [2.080, 2.518, -0.903]], "largest_force_ha_per_bohr": 0.0919, "homo_ha": -0.398, "e_above_lowest_kj_mol": 725.55, "smiles": "C[N+](=O)[O-].C[N+](=O)[O-]", "multiplicity": 1, "orbital_gap_ev": 10.8, "lumo_energy_ev": -0.01}

---

{"formula": "C2H6N2O4", "method": "ωB97M-V/def2-TZVPD", "symbols": ["C", "N", "O", "O", "H", "H", "H", "C", "N", "O", "O", "H", "H", "H"], "positions_angstrom": [[2.220, -23.070, 3.791], [1.625, -24.434, 3.948], [0.421, -24.601, 3.886], [2.428, -25.272, 4.328], [3.071, -22.905, 4.452], [1.568, -22.225, 4.012], [2.619, -23.032, 2.777], [1.842, -28.293, 4.511], [2.029, -29.805, 4.399], [1.903, -30.348, 5.497], [2.249, -30.286, 3.324], [2.307, -27.988, 5.448], [0.776, -28.136, 4.672], [2.332, -27.845, 3.646]], "largest_force_ha_per_bohr": 0.0553, "homo_ha": -0.398, "e_above_lowest_kj_mol": 711.08, "smiles": "C[N+](=O)[O-].C[N+](=O)[O-]", "multiplicity": 1, "orbital_gap_ev": 10.6, "lumo_energy_ev": -0.29}